Entry a
18
Properties=species:S:1:pos:R:3 method="wB97M-V/def2-TZVPD" smiles="C=CCCC.O" e_homo_ha=-0.3466 lumo_ev=0.773 total_charge=0
C 0.6441 1.2546 -2.1163
C -0.3073 0.4343 -1.2885
C 0.3922 -0.8540 -0.6209
C -0.3377 -1.1754 0.6306
C -0.4134 -2.4851 0.8311
H 0.0282 2.0051 -2.6931
H 1.3673 1.8642 -1.5873
H 1.1964 0.6326 -2.8203
H -0.7410 0.9563 -0.4202
H -1.1171 0.1569 -1.8831
H 1.4212 -0.7803 -0.3382
H 0.4212 -1.5006 -1.4397
H -0.6460 -0.4694 1.3902
H -0.3372 -3.0702 -0.0534
H -0.7146 -3.1187 1.7979
H 0.0728 2.8577 2.2076
H 0.5011 1.4900 1.8533
O -0.1650 1.9913 2.4213


Entry b
18
Properties=species:S:1:pos:R:3 method="wB97M-V/def2-TZVPD" smiles="CC(C)CC=O.[H][H]" e_homo_ha=-0.3624 lumo_ev=1.041 total_charge=0
C -0.4851 -1.2802 0.4254
C 0.6282 -0.2392 0.5538
C 0.7425 0.2662 1.9909
C 0.4090 0.9262 -0.4187
C 0.5469 0.5164 -1.8633
O -0.1521 0.9110 -2.7666
H -0.5814 -1.6537 -0.6012
H -1.4519 -0.8475 0.7111
H -0.2950 -2.1389 1.0787
H 1.5814 -0.7203 0.2868
H -0.1773 0.7796 2.2970
H 1.5737 0.9716 2.1033
H 0.9071 -0.5635 2.6870
H -0.5727 1.3940 -0.2784
H 1.1704 1.7009 -0.2385
H -2.8910 -0.0840 -1.7708
H 1.3788 -0.1948 -2.0695
H -2.3316 0.2562 -2.1269


Entry c
18
Properties=species:S:1:pos:R:3 method="wB97M-V/def2-TZVPD" e_homo_ha=-0.3180 lumo_ev=0.860 total_charge=0
C -0.4593 1.0160 2.1991
C 0.2046 0.5127 0.9209
C -0.5092 -1.2862 -2.0490
C 0.4011 -0.1736 -2.4874
C 0.6941 -0.9253 1.0455
O -1.6750 -0.8328 -1.6674
H -1.3570 0.4293 2.4291
H -0.7550 2.0656 2.1053
H 0.2136 0.9283 3.0602
H 1.0471 1.1630 0.6502
H -0.5139 0.5888 0.0952
H 1.3383 -0.2472 -1.9226
H -0.0020 0.8532 -2.3802
H 0.6651 -0.3537 -3.5375
H 1.5319 -0.9770 1.7503
H 1.0286 -1.3330 0.0853
H -0.1031 -1.5788 1.4159
H -1.7498 0.1507 -1.7131


Q: Which of them is the most stable? A: entry b.